Entry 1:
A gas-phase ion, C3H10NOS2 (charge +1). Source: the Open Molecules 2025 dataset; level of theory: ωB97M-V/def2-TZVPD.

The geometry in XYZ format:
```
17
C3H10NOS2 (ωB97M-V/def2-TZVPD)
S 1.799 0.468 1.492
S 3.502 -0.511 2.066
O -2.281 0.261 -1.479
N -1.165 0.372 0.991
C -1.047 -0.426 -1.314
C 1.083 -0.365 0.068
C -0.249 0.307 -0.192
H 0.930 -1.469 0.118
H -0.868 0.883 1.848
H 0.051 1.319 -0.499
H 1.680 -0.077 -0.839
H -1.512 -0.518 1.353
H -2.040 0.763 0.606
H -2.339 0.832 -2.252
H -1.362 -1.378 -0.915
H 4.264 0.099 1.153
H -0.444 -0.561 -2.204
```

Output
F_max, eV/A: 1.7
E, Eh: -1046.41303
Relative energy (zero: lowest compared OMol25 entry of this formula, charge and spin), kcal per mole: 8.11
Total charge: +1
Kohn-Sham gap, eV: 9.56

Entry 2:
2 unconnected molecules or ions with the total composition C3H10NS. Source: the Open Molecules 2025 dataset; level of theory: ωB97M-V/def2-TZVPD.

The geometry in XYZ format:
```
15
C3H10NS (ωB97M-V/def2-TZVPD)
S 2.215 -0.937 0.537
N -0.866 0.416 -0.194
C -0.030 0.469 -1.393
C -1.177 -0.996 0.143
C -0.207 1.076 0.938
H 0.971 -0.026 -1.160
H -1.852 -1.065 0.957
H -0.233 -1.528 0.323
H 0.034 2.085 0.705
H -1.688 -1.508 -0.728
H 0.748 0.652 1.308
H -0.910 1.088 1.858
H 0.084 1.514 -1.702
H 3.503 -1.151 0.675
H -0.593 -0.090 -2.267
```

Output
F_max, eV/A: 2.3
E, Eh: -573.23040
Relative energy (zero: lowest compared OMol25 entry of this formula, charge and spin), kcal per mole: 32.46
Total charge: -1
Kohn-Sham gap, eV: 6.96

Entry 3:
2 unconnected molecules or ions with the total composition C3H10NS. Source: the Open Molecules 2025 dataset; level of theory: ωB97M-V/def2-TZVPD.

The geometry in XYZ format:
```
15
C3H10NS (ωB97M-V/def2-TZVPD)
S -1.822 0.853 -3.171
N 1.180 0.059 1.594
C 0.812 1.177 2.462
C 0.048 -0.578 0.943
C -0.963 -0.753 -3.227
H -0.788 0.066 0.668
H 1.276 2.118 2.155
H 1.110 0.974 3.484
H 0.264 -1.038 -0.017
H -1.446 -1.506 -3.807
H -0.269 1.321 2.412
H -0.748 -1.073 -2.210
H -0.001 -0.620 -3.681
H -0.431 -1.354 1.560
H 1.777 0.352 0.832
```

Output
F_max, eV/A: 1.5
E, Eh: -573.22699
Relative energy (zero: lowest compared OMol25 entry of this formula, charge and spin), kcal per mole: 34.59
Total charge: -1
Kohn-Sham gap, eV: 5.59

Entry 4:
2 unconnected molecules or ions with the total composition C3H10NS. Source: the Open Molecules 2025 dataset; level of theory: ωB97M-V/def2-TZVPD.

The geometry in XYZ format:
```
15
C3H10NS (ωB97M-V/def2-TZVPD)
S 0.007 -0.333 0.623
N 1.213 2.340 -0.686
C 2.145 1.852 -1.388
C -1.968 -2.305 0.739
C -1.405 -1.192 -0.146
H 1.307 3.292 -0.336
H -1.110 -1.546 -1.123
H 0.327 1.855 -0.520
H -2.256 -3.173 0.148
H -2.786 -1.914 1.323
H -2.190 -0.449 -0.278
H -1.156 -2.676 1.375
H 2.074 0.842 -1.766
H -0.304 -0.669 1.877
H 3.020 2.444 -1.610
```

Output
F_max, eV/A: 1.2
E, Eh: -572.95222
Relative energy (zero: lowest compared OMol25 entry of this formula, charge and spin), kcal per mole: 29.46
Total charge: +1
Kohn-Sham gap, eV: 7.49

Entry 5:
A gas-phase ion, C3H10NS (charge +1). Source: the Open Molecules 2025 dataset; level of theory: ωB97M-V/def2-TZVPD.

The geometry in XYZ format:
```
15
C3H10NS (ωB97M-V/def2-TZVPD)
S -0.264 0.812 -0.818
N -0.714 -1.755 0.292
C 0.089 -1.191 -0.750
C -1.220 1.071 0.717
C 1.491 1.157 -0.298
H -0.162 -2.319 0.936
H -1.399 -2.396 -0.094
H 1.533 2.250 -0.349
H -1.969 1.801 0.438
H 1.174 -1.179 -0.663
H -0.196 -1.600 -1.716
H -1.660 0.180 1.140
H 1.521 0.859 0.736
H -0.485 1.461 1.432
H 2.260 0.849 -1.003
```

Output
F_max, eV/A: 2.5
E, Eh: -572.95637
Relative energy (zero: lowest compared OMol25 entry of this formula, charge and spin), kcal per mole: 26.86
Total charge: +1
Kohn-Sham gap, eV: 11.18

Entry 6:
A molecular structure, C3H10NS. Source: the Open Molecules 2025 dataset; level of theory: ωB97M-V/def2-TZVPD.

The geometry in XYZ format:
```
15
C3H10NS (ωB97M-V/def2-TZVPD)
S 1.267 -0.229 -1.772
N 0.438 -0.107 0.778
C -0.125 -0.165 -0.658
C 0.679 -1.408 1.487
C -0.986 1.522 -1.036
H -0.085 0.574 1.327
H -0.991 -0.882 -0.653
H 0.742 -0.739 -2.945
H 1.235 -1.371 2.457
H -0.358 -1.813 1.675
H 1.312 0.376 0.698
H 1.173 -2.214 0.763
H -0.181 2.246 -0.901
H -1.884 1.585 -0.387
H -1.120 1.605 -2.090
```

Output
F_max, eV/A: 4.5
E, Eh: -572.91312
Relative energy (zero: lowest compared OMol25 entry of this formula, charge and spin), kcal per mole: 54.00
Total charge: +1
Kohn-Sham gap, eV: 10.02

Entry 7:
A gas-phase ion, C3H10NS (charge +1). Source: the Open Molecules 2025 dataset; level of theory: ωB97M-V/def2-TZVPD.

The geometry in XYZ format:
```
15
C3H10NS (ωB97M-V/def2-TZVPD)
S -0.213 0.488 0.223
N 1.358 -1.916 1.219
C 0.942 -1.244 0.055
C 0.630 1.147 -1.539
C -2.343 1.046 -0.119
H 0.045 -1.765 -0.374
H -2.637 2.042 -0.524
H -2.450 0.961 0.950
H 0.831 0.223 -2.083
H 1.406 1.827 -1.160
H -2.692 0.229 -0.757
H 1.559 -1.384 2.064
H 0.705 -2.664 1.468
H -0.205 1.744 -1.936
H 1.837 -1.175 -0.621
```

Output
F_max, eV/A: 3.5
E, Eh: -572.85801
Relative energy (zero: lowest compared OMol25 entry of this formula, charge and spin), kcal per mole: 88.58
Total charge: +1
Kohn-Sham gap, eV: 8.54

Entry 8:
2 unconnected molecules or ions with the total composition C3H10NS2. Source: the Open Molecules 2025 dataset; level of theory: ωB97M-V/def2-TZVPD.

The geometry in XYZ format:
```
16
C3H10NS2 (ωB97M-V/def2-TZVPD)
S -1.859 -1.539 -0.129
S -1.737 1.408 -0.667
N 1.030 -0.159 -0.921
C 2.025 0.402 -0.004
C -1.227 0.340 1.713
C -1.559 0.050 0.346
H 3.010 0.102 -0.067
H -0.501 1.191 1.756
H -0.866 -0.531 2.267
H -2.100 0.590 2.323
H 0.710 0.553 -1.563
H 1.373 -1.038 -1.425
H 1.706 0.351 0.970
H 1.907 1.426 -0.181
H -2.029 0.937 -1.851
H -2.494 -1.237 -1.186
```

Output
F_max, eV/A: 4.0
E, Eh: -971.00498
Spin multiplicity: 3
Relative energy (zero: lowest compared OMol25 entry of this formula, charge and spin), kcal per mole: 0.00
Total charge: +1
Kohn-Sham gap (spin up / spin down), eV: 7.35 / 4.91

Entry 9:
3 unconnected molecules or ions with the total composition C3H10O2. Source: the Open Molecules 2025 dataset; level of theory: ωB97M-V/def2-TZVPD.

The geometry in XYZ format:
```
15
C3H10O2 (ωB97M-V/def2-TZVPD)
O -0.264 1.221 -1.632
O 1.620 -1.212 -1.479
C -1.794 0.395 1.124
C 0.685 -0.216 1.164
C -0.515 -0.104 1.770
H -2.104 -0.380 0.429
H 1.101 0.380 0.363
H -0.521 -0.542 2.771
H -1.524 1.257 0.503
H 1.944 -1.929 -1.997
H 1.333 -0.991 1.568
H 0.051 0.389 -2.006
H -0.270 1.896 -2.326
H -2.695 0.691 1.653
H 1.629 -1.385 -0.532
```

Output
F_max, eV/A: 1.5
E, Eh: -270.72495
Relative energy (zero: lowest compared OMol25 entry of this formula, charge and spin), kcal per mole: 29.41
Total charge: 0
Kohn-Sham gap, eV: 9.78

Entry 10:
2 unconnected molecules or ions with the total composition C3H10O2S. Source: the Open Molecules 2025 dataset; level of theory: ωB97M-V/def2-TZVPD.

The geometry in XYZ format:
```
16
C3H10O2S (ωB97M-V/def2-TZVPD)
S -2.000 -0.549 -1.674
O 0.626 1.416 0.397
O -1.059 -3.134 3.596
C 1.824 1.641 -0.305
C -0.482 1.167 -0.380
C -0.358 -0.160 -1.041
H -1.761 -1.832 -2.021
H -0.015 -0.958 -0.354
H 0.363 -0.103 -1.879
H 2.570 2.164 0.316
H 2.295 0.743 -0.739
H -0.195 -2.667 3.545
H 1.519 2.310 -1.128
H -1.401 1.269 0.229
H -1.369 -3.185 2.663
H -0.557 1.878 -1.225
```

Output
F_max, eV/A: 2.0
E, Eh: -668.92269
Relative energy (zero: lowest compared OMol25 entry of this formula, charge and spin), kcal per mole: 17.31
Total charge: 0
Kohn-Sham gap, eV: 9.77

Entry 11:
2 unconnected molecules or ions with the total composition C3H10O2S2. Source: the Open Molecules 2025 dataset; level of theory: ωB97M-V/def2-TZVPD.

The geometry in XYZ format:
```
17
C3H10O2S2 (ωB97M-V/def2-TZVPD)
S -2.173 -0.836 1.757
S -1.499 0.710 0.625
O 2.601 2.486 -0.859
O 2.452 -0.595 -1.660
C 1.204 -1.293 -1.759
C 0.321 -1.182 -0.511
C 0.166 0.217 -0.037
H 0.265 0.908 -0.873
H 2.511 3.374 -0.490
H 0.699 -0.828 -2.608
H 2.746 -0.582 -0.761
H 2.142 2.451 -1.705
H 0.775 0.566 0.791
H -1.553 -0.475 2.869
H 0.665 -1.911 0.228
H 1.440 -2.330 -2.020
H -0.634 -1.660 -0.763
```

Output
F_max, eV/A: 1.9
E, Eh: -1067.13309
Relative energy (zero: lowest compared OMol25 entry of this formula, charge and spin), kcal per mole: 8.32
Total charge: 0
Kohn-Sham gap, eV: 9.57

Entry 12:
3 unconnected molecules or ions with the total composition C3H10O3. Source: the Open Molecules 2025 dataset; level of theory: ωB97M-V/def2-TZVPD.

The geometry in XYZ format:
```
16
C3H10O3 (ωB97M-V/def2-TZVPD)
O -0.346 0.904 -1.275
O -3.421 2.199 -1.389
O 2.693 0.551 5.335
C 0.920 -2.625 -1.011
C -0.013 -1.465 -1.063
C 0.379 -0.162 -1.381
H -1.081 -1.673 -1.073
H 1.393 -0.084 -1.796
H 0.368 -3.511 -1.304
H -3.038 1.353 -1.151
H 1.394 -2.637 0.000
H -4.340 1.987 -1.569
H 1.971 0.099 4.870
H 1.792 -2.596 -1.666
H -0.073 1.639 -1.854
H 2.647 1.238 4.648
```

Output
F_max, eV/A: 2.0
E, Eh: -345.65020
Spin multiplicity: 2
Relative energy (zero: lowest compared OMol25 entry of this formula, charge and spin), kcal per mole: 24.44
Total charge: +1
Kohn-Sham gap (spin up / spin down), eV: 8.76 / 5.34

Entry 13:
3 unconnected molecules or ions with the total composition C3H10O3. Source: the Open Molecules 2025 dataset; level of theory: ωB97M-V/def2-TZVPD.

The geometry in XYZ format:
```
16
C3H10O3 (ωB97M-V/def2-TZVPD)
O -1.009 0.285 -1.006
O -2.888 -0.541 2.230
O 1.042 -0.276 2.064
C 1.137 -0.120 -1.674
C 0.026 0.896 -1.741
C 2.277 0.126 -0.934
H -3.208 -1.461 2.132
H 3.145 -0.527 -0.928
H -2.244 -0.397 1.526
H -0.665 0.157 -0.110
H 0.910 -1.227 2.269
H -0.281 0.996 -2.784
H 0.793 -1.141 -1.827
H 0.311 1.853 -1.305
H 2.499 1.145 -0.621
H 1.167 -0.238 1.123
```

Output
F_max, eV/A: 2.3
E, Eh: -345.59096
Spin multiplicity: 2
Relative energy (zero: lowest compared OMol25 entry of this formula, charge and spin), kcal per mole: 61.62
Total charge: +1
Kohn-Sham gap (spin up / spin down), eV: 8.44 / 4.25

Entry 14:
3 unconnected molecules or ions with the total composition C3H10O3. Source: the Open Molecules 2025 dataset; level of theory: ωB97M-V/def2-TZVPD.

The geometry in XYZ format:
```
16
C3H10O3 (ωB97M-V/def2-TZVPD)
O -1.077 -2.518 -0.337
O 1.234 -0.717 3.184
O 1.598 -0.603 0.147
C -1.140 1.488 -1.246
C 0.098 1.338 -0.385
C 0.971 0.105 -0.669
H 0.986 -0.262 -1.766
H -1.524 0.585 -1.558
H -1.996 1.914 -0.751
H -0.220 -2.896 -0.582
H 1.117 -0.964 2.276
H -0.104 1.235 0.796
H -0.889 2.190 -2.177
H 0.909 -1.524 3.562
H 0.711 2.271 -0.468
H -0.674 -1.643 -0.025
```

Output
F_max, eV/A: 4.1
E, Eh: -345.58436
Spin multiplicity: 2
Relative energy (zero: lowest compared OMol25 entry of this formula, charge and spin), kcal per mole: 65.76
Total charge: +1
Kohn-Sham gap (spin up / spin down), eV: 8.09 / 4.67

Entry 15:
3 unconnected molecules or ions with the total composition C3H10O3S2. Source: the Open Molecules 2025 dataset; level of theory: ωB97M-V/def2-TZVPD.

The geometry in XYZ format:
```
18
C3H10O3S2 (ωB97M-V/def2-TZVPD)
S 0.386 0.949 2.536
S -0.469 -0.891 2.100
O 1.406 1.937 -1.903
O -2.155 -2.893 -1.333
O 1.463 -2.589 -0.414
C -0.175 1.321 -0.171
C -0.266 2.060 1.157
C 1.262 1.495 -0.795
H 0.353 2.967 1.122
H 2.013 1.174 0.006
H 1.591 -2.477 -1.209
H -1.800 -2.200 -1.969
H -0.803 2.150 -0.836
H -0.724 0.432 -0.295
H -1.374 -2.848 -0.762
H 2.096 -2.288 0.181
H -1.297 2.528 1.272
H -1.506 -0.827 1.312
```

Output
F_max, eV/A: 12.9
E, Eh: -1142.28538
Relative energy (zero: lowest compared OMol25 entry of this formula, charge and spin), kcal per mole: 69.32
Total charge: 0
Kohn-Sham gap, eV: 8.68

Entry 16:
A molecular structure, C3H10O3Tl. Source: the Open Molecules 2025 dataset; level of theory: ωB97M-V/def2-TZVPD.

The geometry in XYZ format:
```
17
C3H10O3Tl (ωB97M-V/def2-TZVPD)
Tl 1.417 0.229 -0.516
O 2.149 -1.506 1.811
O -1.674 0.834 0.139
O -0.600 1.114 -2.542
C 3.299 -1.614 2.706
C -2.442 0.581 -1.011
C -1.860 1.516 -2.132
H -1.902 2.560 -1.822
H 1.462 -2.050 2.202
H -2.465 -0.488 -1.226
H -0.423 1.431 -3.431
H -2.504 1.325 -2.990
H 3.454 -2.663 2.960
H 2.962 -0.999 3.541
H -3.485 0.840 -0.828
H -1.645 0.097 0.754
H 4.258 -1.206 2.385
```

Output
F_max, eV/A: 3.2
E, Eh: -516.27608
Spin multiplicity: 2
Total charge: +4
Kohn-Sham gap (spin up / spin down), eV: 6.68 / 6.34